{"formula": "C7H13N", "method": "the ωB97M-V functional and the def2-TZVPD basis", "e_homo_ha": -0.283, "e_lumo_ev": 0.833, "multiplicity": 1, "largest_force_ev_per_a": 3.7, "orbital_gap_ev": 8.5, "elements": ["C", "C", "C", "C", "H", "H", "H", "H", "H", "H", "H", "H", "N", "C", "C", "C", "H", "H", "H", "H", "H"], "positions_angstrom": [[-0.9705, 1.1004, 1.5381], [-1.4411, 1.2284, 0.2625], [-2.5260, 0.2726, -0.3769], [-1.0450, 2.3663, -0.6001], [-1.2464, 0.2712, 2.1918], [-0.1214, 1.6755, 1.8993], [-3.0944, 0.7587, -1.2365], [-2.0870, -0.6778, -0.7850], [-3.1570, -0.0446, 0.3724], [-0.6290, 3.2938, -0.1993], [-2.0027, 2.9130, -0.9236], [-0.7535, 2.1044, -1.6343], [1.7467, -2.3752, -1.4615], [2.0011, -1.8120, -0.2551], [1.5885, -0.8565, 0.5727], [2.8220, -1.6686, 0.9142], [2.5592, -2.8629, -1.8523], [1.1215, -1.8268, -2.0671], [0.7607, -0.3316, 0.9732], [2.7433, -2.4741, 1.6105], [3.7310, -1.0542, 1.0570]], "atomic_forces_ev_per_a": [[-0.4, -0.5, -1.7], [-0.3, -0.7, 1.2], [2.3, 1.0, -1.9], [-2.5, 1.9, -1.8], [-0.2, 0.2, -0.3], [-0.3, 0.3, -0.2], [0.7, -0.5, 1.3], [0.0, 1.0, 0.2], [-1.7, -0.5, 1.6], [1.2, -0.8, 0.3], [0.4, -1.0, 0.5], [0.8, -0.1, 0.7], [0.7, -0.6, -0.3], [-1.8, 3.2, -0.5], [0.4, -2.4, -1.2], [0.9, 0.8, 1.5], [-0.9, 0.4, -0.3], [0.8, -0.7, 0.4], [-0.2, 0.4, 0.1], [0.2, -0.6, 0.9], [0.1, -0.7, -0.7]], "nbo_charge": [-0.44, 0.04, -0.64, -0.67, 0.20, 0.20, 0.21, 0.22, 0.22, 0.23, 0.22, 0.23, -0.81, 0.19, -0.33, -0.42, 0.39, 0.40, 0.23, 0.16, 0.18]}



{"formula": "C4H10N2O2", "method": "the ωB97M-V functional and the def2-TZVPD basis", "e_homo_ha": -0.344, "e_lumo_ev": 0.689, "multiplicity": 1, "largest_force_ev_per_a": 8.4, "orbital_gap_ev": 10.0, "elements": ["C", "C", "N", "O", "H", "H", "H", "H", "H", "C", "C", "N", "O", "H", "H", "H", "H", "H"], "positions_angstrom": [[-4.3252, -1.0381, -1.7691], [-2.7819, -0.6741, -1.3774], [-2.1644, 0.4359, -1.7691], [-2.3937, -1.4552, -0.6461], [-4.5795, -2.2266, -2.1214], [-4.6579, -0.3808, -2.5504], [-4.7667, -0.8334, -0.5792], [-1.1525, 0.5272, -1.3792], [-2.5181, 1.3831, -2.1587], [4.0775, 1.1151, 1.9041], [2.9237, 0.4901, 1.0630], [2.4616, -0.7140, 1.5118], [2.3633, 1.3100, 0.3169], [4.6384, 0.5999, 2.7063], [3.5407, 2.1775, 2.2449], [4.9795, 1.4107, 1.3485], [1.4867, -0.8368, 1.1060], [2.8686, -1.2906, 2.1493]], "atomic_forces_ev_per_a": [[0.1, -0.9, 2.3], [-6.6, 1.5, -4.0], [3.2, 4.1, -0.6], [4.7, -4.8, 5.0], [1.3, 3.5, 1.3], [-0.9, 0.4, 0.0], [0.5, -0.6, -4.0], [-2.6, -0.2, -0.8], [0.3, -3.0, 0.9], [-0.1, 2.5, 0.3], [0.9, 2.5, 1.9], [-3.9, 2.9, -4.6], [0.3, -2.7, 0.5], [-1.3, -0.2, 0.2], [1.7, -2.9, -0.5], [-0.8, 0.2, -0.8], [1.8, -0.7, 1.1], [1.2, -1.6, 1.9]], "nbo_charge": [-0.72, 0.68, -0.86, -0.61, 0.24, 0.19, 0.24, 0.41, 0.42, -0.74, 0.67, -0.82, -0.63, 0.22, 0.25, 0.24, 0.41, 0.40]}



{"formula": "C60H66Cl3GeIN2O8P2STi", "method": "the ωB97M-V functional and the def2-TZVPD basis", "e_homo_ha": [-0.364, -0.367], "e_lumo_ev": [-2.131, -2.130], "charge": 1, "multiplicity": 2, "largest_force_ev_per_a": 1.0, "orbital_gap_ev": [7.8, 7.9], "elements": ["Ti", "C", "C", "C", "C", "O", "Ge", "O", "C", "C", "C", "C", "O", "C", "C", "C", "C", "H", "H", "H", "H", "H", "H", "H", "H", "H", "H", "H", "H", "H", "H", "H", "H", "H", "H", "H", "H", "H", "H", "H", "H", "H", "H", "H", "O", "P", "C", "P", "O", "C", "C", "C", "C", "C", "C", "C", "C", "C", "C", "C", "C", "C", "C", "C", "C", "C", "C", "C", "C", "C", "C", "C", "C", "H", "H", "H", "H", "H", "H", "H", "H", "H", "H", "H", "H", "H", "H", "H", "H", "H", "H", "H", "H", "H", "H", "I", "C", "C", "C", "C", "C", "C", "C", "O", "O", "H", "H", "H", "H", "Cl", "C", "C", "C", "C", "C", "C", "N", "C", "C", "N", "C", "O", "C", "C", "C", "Cl", "S", "C", "C", "C", "Cl", "C", "H", "H", "H", "H", "H", "H", "H", "H", "H", "H", "H", "H", "H"], "positions_angstrom": [[0.0425, -0.1633, 0.0540], [1.5681, -3.4677, 0.1355], [0.1290, -3.3606, 0.6215], [-0.0333, -4.0964, 1.9475], [-0.8230, -3.9433, -0.4212], [-0.2311, -1.9903, 0.7858], [-1.0391, -1.0855, 2.5200], [-0.6098, 0.7268, 1.9829], [-0.2960, 1.7420, 2.9615], [1.0461, 1.5122, 3.6356], [-1.4095, 1.7330, 4.0104], [-0.3324, 3.0986, 2.2420], [-2.3438, -0.8682, 1.2393], [-3.7513, -0.9615, 1.3806], [-4.3022, 0.4020, 1.7861], [-4.1202, -2.0049, 2.4367], [-4.3046, -1.4034, 0.0294], [1.7878, -4.4989, -0.1478], [2.2766, -3.1773, 0.9073], [1.7387, -2.8291, -0.7343], [0.1903, -5.1562, 1.8205], [-1.0553, -4.0125, 2.3227], [0.6488, -3.6934, 2.6965], [-0.6531, -5.0116, -0.5599], [-0.6748, -3.4435, -1.3797], [-1.8564, -3.7881, -0.1088], [1.0323, 0.6108, 4.2476], [1.2754, 2.3552, 4.2902], [1.8445, 1.4089, 2.9042], [-1.4948, 0.7588, 4.4971], [-2.3650, 1.9805, 3.5501], [-1.2012, 2.4678, 4.7885], [0.6565, 3.4632, 1.9697], [-0.7743, 3.8603, 2.8851], [-0.9421, 3.0166, 1.3425], [-4.0298, 0.6300, 2.8173], [-5.3908, 0.4313, 1.7152], [-3.8781, 1.1862, 1.1580], [-3.7815, -1.7012, 3.4301], [-3.6696, -2.9686, 2.1928], [-5.2022, -2.1382, 2.4894], [-3.8782, -0.7924, -0.7658], [-5.3926, -1.3276, -0.0087], [-4.0246, -2.4408, -0.1628], [-0.1515, -0.9178, -1.8819], [-0.4216, -0.3527, -3.2549], [-0.3506, 1.4675, -3.2935], [-1.3360, 2.1790, -1.9304], [-1.3317, 1.2711, -0.7237], [-2.9859, 2.3789, -2.6092], [-4.0808, 1.8322, -1.9572], [-5.3511, 1.9804, -2.4985], [-5.5231, 2.6820, -3.6800], [-4.4286, 3.2524, -4.3243], [-3.1624, 3.1064, -3.7902], [-0.7687, 3.8336, -1.5444], [0.4683, 4.3705, -1.8852], [0.7965, 5.6455, -1.4439], [-0.0923, 6.3772, -0.6724], [-1.3279, 5.8438, -0.3334], [-1.6647, 4.5785, -0.7732], [-2.0514, -0.8267, -3.8231], [-2.5992, -0.2681, -4.9806], [-3.8664, -0.6385, -5.3893], [-4.5832, -1.5764, -4.6507], [-4.0312, -2.1456, -3.5153], [-2.7631, -1.7722, -3.0953], [0.8085, -0.9838, -4.3964], [1.4211, -0.1771, -5.3567], [2.3753, -0.7186, -6.2059], [2.7201, -2.0572, -6.0913], [2.1169, -2.8591, -5.1282], [1.1615, -2.3295, -4.2806], [-0.7474, 1.8289, -4.2464], [0.6936, 1.7782, -3.2181], [-3.9390, 1.2872, -1.0340], [-6.2028, 1.5467, -1.9924], [-6.5132, 2.7964, -4.1000], [-4.5685, 3.8158, -5.2366], [-2.3185, 3.5759, -4.2894], [1.1899, 3.8075, -2.4690], [1.7468, 6.0831, -1.7084], [0.1764, 7.3701, -0.3373], [-2.0237, 6.4096, 0.2700], [-2.6309, 4.1626, -0.5101], [-2.0450, 0.4561, -5.5688], [-4.2965, -0.2001, -6.2788], [-5.5753, -1.8644, -4.9711], [-4.5899, -2.8744, -2.9441], [-2.3377, -2.1953, -2.1958], [1.1633, 0.8729, -5.4331], [2.8547, -0.1010, -6.9536], [3.4644, -2.4805, -6.7520], [2.3979, -3.8990, -5.0368], [0.7069, -2.9522, -3.5203], [5.9447, -1.9377, 6.6581], [4.9212, -1.5428, 4.8854], [3.5394, -1.6784, 4.8460], [2.8633, -1.4025, 3.6691], [3.5601, -1.0112, 2.5308], [4.9486, -0.9014, 2.5788], [5.6317, -1.1531, 3.7541], [2.8527, -0.7513, 1.2292], [3.4736, -0.8413, 0.1697], [1.6127, -0.4393, 1.3488], [2.9957, -1.9949, 5.7252], [1.7856, -1.5023, 3.6332], [5.4835, -0.6277, 1.6807], [6.7076, -1.0573, 3.7923], [7.1471, 7.3805, -0.5383], [6.4727, 6.0516, -1.4140], [5.1011, 5.9883, -1.6170], [4.5796, 4.9209, -2.3223], [5.3868, 3.9084, -2.8287], [4.7832, 2.7231, -3.5558], [4.6285, 1.5053, -2.6453], [3.5321, 1.6129, -1.7130], [3.4162, 2.4295, -0.6049], [2.2215, 2.1167, -0.0362], [1.6141, 1.1260, -0.7684], [2.4412, 0.8447, -1.7466], [3.5228, 3.0019, -4.1389], [3.5717, 3.9332, -5.2152], [2.2208, 3.9601, -5.8541], [1.3386, 5.0001, -5.8072], [1.5857, 6.5392, -5.0918], [-0.1318, 4.6758, -6.6318], [0.4278, 3.1168, -7.0837], [1.6858, 2.8847, -6.6267], [6.7550, 4.0067, -2.6000], [7.8208, 2.7652, -3.1896], [7.3127, 5.0650, -1.9003], [4.4626, 6.7664, -1.2239], [3.5125, 4.8401, -2.4781], [5.4814, 2.4200, -4.3467], [5.5509, 1.3594, -2.0834], [4.4591, 0.6063, -3.2382], [4.1898, 3.1180, -0.3202], [1.7751, 2.4931, 0.8613], [2.3194, 0.0492, -2.4647], [4.3411, 3.6210, -5.9313], [3.8411, 4.9282, -4.8530], [-0.1760, 2.4838, -7.7115], [2.2570, 1.9976, -6.8596], [8.3790, 5.1140, -1.7398]], "atomic_forces_ev_per_a": [[0.0, 0.2, 0.7], [0.0, -0.1, -0.1], [0.0, -0.2, 0.0], [0.0, 0.0, -0.1], [0.0, 0.0, 0.0], [-0.1, 0.8, 0.5], [-0.4, -0.3, -0.1], [0.4, -0.5, -0.5], [-0.2, 0.1, 0.0], [0.1, 0.0, 0.0], [0.0, 0.0, 0.0], [0.0, 0.0, 0.0], [-0.6, -0.3, 0.0], [0.0, 0.0, 0.2], [-0.1, 0.1, 0.0], [-0.1, 0.1, 0.0], [0.1, 0.0, 0.0], [0.0, 0.0, 0.0], [0.0, 0.0, 0.1], [0.0, 0.0, 0.0], [0.0, 0.0, 0.0], [0.0, 0.0, 0.0], [0.0, 0.0, 0.0], [0.0, 0.0, 0.0], [0.0, 0.0, 0.0], [0.0, 0.0, 0.0], [0.0, 0.0, 0.0], [0.0, 0.0, 0.0], [0.0, 0.0, 0.0], [0.0, 0.0, 0.0], [0.0, 0.0, 0.0], [0.0, 0.0, 0.0], [0.0, 0.0, 0.0], [0.0, 0.0, 0.0], [0.0, 0.0, 0.0], [0.0, 0.0, 0.0], [0.0, 0.0, 0.0], [0.0, 0.0, -0.1], [0.0, 0.0, 0.0], [0.0, 0.0, 0.0], [0.0, 0.0, 0.0], [0.0, 0.0, 0.0], [0.0, 0.0, 0.0], [0.0, 0.0, 0.0], [0.2, 0.0, 0.1], [-0.1, -0.1, 0.0], [0.0, 0.1, -0.1], [0.0, -0.1, -0.1], [0.1, -0.1, -0.1], [0.1, 0.1, -0.1], [0.0, -0.1, 0.0], [0.0, 0.0, 0.0], [0.0, 0.0, 0.0], [0.0, 0.0, 0.0], [0.1, 0.0, 0.0], [0.0, 0.0, -0.1], [0.1, 0.0, 0.1], [0.0, 0.0, 0.0], [0.0, 0.0, 0.0], [0.0, 0.0, 0.0], [-0.1, 0.0, 0.0], [0.1, 0.1, -0.1], [0.0, 0.0, 0.0], [0.0, 0.0, 0.1], [0.0, 0.0, -0.1], [0.0, 0.0, 0.0], [0.0, 0.0, 0.0], [0.1, 0.2, -0.1], [-0.2, -0.1, 0.2], [0.0, 0.0, 0.1], [0.0, 0.0, 0.0], [0.1, 0.0, -0.1], [0.0, 0.1, 0.1], [0.0, 0.0, 0.0], [0.0, 0.0, 0.0], [0.0, 0.0, 0.0], [0.0, 0.0, 0.0], [0.0, 0.0, 0.0], [0.0, 0.0, 0.0], [0.0, 0.0, 0.0], [0.0, 0.0, 0.0], [0.1, 0.0, 0.0], [0.0, 0.0, 0.0], [0.0, 0.0, 0.0], [0.0, 0.0, 0.0], [0.0, 0.0, 0.0], [0.0, 0.0, 0.0], [0.0, 0.0, 0.0], [0.0, 0.0, 0.0], [0.0, 0.0, 0.0], [0.0, -0.1, 0.0], [0.0, 0.0, 0.0], [0.0, 0.0, 0.0], [0.0, 0.0, 0.0], [0.0, 0.0, 0.0], [0.0, 0.0, 0.0], [0.0, 0.0, -0.1], [0.1, 0.0, 0.1], [0.1, 0.0, -0.1], [0.1, -0.1, 0.0], [-0.2, 0.0, 0.0], [0.0, -0.1, 0.2], [0.4, 0.0, -0.2], [-0.1, 0.0, 0.1], [0.1, -0.1, -0.3], [0.0, 0.0, 0.0], [0.0, 0.0, 0.0], [0.0, 0.0, 0.0], [0.0, 0.0, 0.0], [0.0, 0.0, 0.0], [0.0, 0.0, 0.0], [0.1, 0.0, 0.0], [-0.1, -0.1, -0.1], [-0.1, 0.1, 0.1], [0.1, 0.0, -0.3], [0.2, -0.1, 0.0], [-0.2, 0.1, 0.2], [0.0, -0.1, 0.0], [0.3, 0.1, -0.1], [-0.3, 0.4, 0.0], [0.0, -0.3, -0.2], [-0.1, -0.1, 0.3], [0.0, 0.1, -0.1], [0.0, 0.1, -0.2], [0.0, 0.0, 0.1], [0.0, -0.1, 0.1], [0.0, -0.1, 0.0], [0.1, 0.1, 0.0], [0.0, 0.1, 0.0], [0.0, -0.1, 0.0], [0.0, 0.0, 0.0], [-0.1, 0.0, 0.0], [0.0, 0.0, 0.0], [-0.1, 0.0, 0.0], [0.0, 0.0, 0.0], [0.0, 0.0, -0.1], [0.0, 0.1, 0.0], [0.0, 0.0, 0.0], [0.0, 0.1, 0.0], [0.0, 0.0, 0.0], [0.0, 0.0, 0.0], [0.0, 0.0, 0.0], [0.0, 0.0, 0.0], [0.0, 0.0, 0.0], [0.0, 0.0, 0.0]], "mulliken_spin": [0.83, 0.00, 0.00, 0.00, 0.01, 0.02, -0.01, -0.01, 0.01, -0.01, 0.00, 0.00, 0.02, 0.01, 0.00, 0.00, 0.00, 0.00, 0.00, 0.00, 0.00, 0.00, 0.00, 0.00, 0.00, 0.00, 0.00, 0.00, 0.00, 0.00, 0.00, 0.00, 0.00, 0.00, 0.01, 0.00, 0.00, 0.00, 0.00, 0.00, 0.00, 0.00, 0.00, 0.00, 0.06, 0.00, 0.01, 0.02, 0.02, 0.00, 0.00, 0.00, 0.00, 0.00, 0.00, 0.00, 0.00, 0.00, 0.00, 0.00, 0.00, 0.00, 0.00, 0.00, 0.00, 0.00, 0.00, 0.00, 0.00, 0.00, 0.00, 0.00, 0.00, 0.00, 0.00, 0.00, 0.00, 0.00, 0.00, 0.00, 0.00, 0.00, 0.00, 0.00, 0.00, 0.00, 0.00, 0.00, 0.00, 0.00, 0.00, 0.00, 0.00, 0.00, 0.00, 0.00, 0.00, 0.00, 0.00, -0.01, 0.00, 0.00, 0.01, 0.00, -0.06, 0.00, 0.00, 0.00, 0.00, 0.00, 0.00, 0.00, 0.00, 0.00, 0.00, 0.00, 0.00, 0.00, 0.06, -0.03, 0.04, 0.00, 0.00, 0.00, 0.00, 0.00, 0.00, 0.00, 0.00, 0.00, 0.00, 0.00, 0.00, 0.00, 0.00, 0.00, 0.00, 0.00, -0.01, -0.01, 0.00, 0.00, 0.00, 0.00, 0.00]}



{"formula": "C2H6N2", "method": "the ωB97M-V functional and the def2-TZVPD basis", "e_homo_ha": -0.338, "e_lumo_ev": 0.898, "multiplicity": 1, "largest_force_ev_per_a": 3.2, "orbital_gap_ev": 10.1, "elements": ["H", "N", "C", "N", "C", "H", "H", "H", "H", "H"], "positions_angstrom": [[-0.3238, 0.3555, -1.6301], [-1.3448, 0.2336, -1.2672], [-1.2583, -0.1093, -0.0504], [-0.1459, -0.3019, 0.7488], [1.0794, -0.0175, 0.1087], [-2.2052, -0.1104, 0.4780], [-0.2637, -0.2603, 1.8334], [1.8938, -0.1939, 0.7747], [1.2294, -0.6168, -0.7758], [1.3392, 1.0209, -0.2203]], "atomic_forces_ev_per_a": [[-2.3, -0.2, 0.3], [2.9, 0.1, -1.0], [-1.0, 0.8, 1.2], [-1.4, 0.3, 1.7], [2.0, 1.0, 0.0], [-0.1, -0.6, 0.3], [0.4, 0.0, -3.2], [0.6, -0.6, 0.6], [0.0, -0.5, -0.2], [-1.1, -0.2, 0.2]], "nbo_charge": [0.31, -0.68, 0.27, -0.63, -0.44, 0.16, 0.41, 0.21, 0.20, 0.18]}